[1]
72
Properties=species:S:1:pos:R:3:forces:R:3:mulliken_charge:R:1 method="wB97M-V/def2-TZVPD" smiles=CCO.CCO.CCO.CCO.CCO.CCO.CCO.CCO total_energy_ev=-33747.8903 relative_energy_kcal_mol=60.2 homo_lumo_gap_ev=9.42
C -1.764226 -0.459583 5.901474 0.26 0.10 0.20 -0.976
C -0.805126 0.388917 5.066914 0.00 -0.02 0.66 -0.425
O -0.709706 -0.071573 3.734164 -0.48 1.10 -0.06 -0.492
H -1.520506 -1.520603 5.847304 0.07 -0.03 0.04 0.214
H -2.802436 -0.336173 5.593274 0.09 0.04 -0.33 0.244
H -1.729946 -0.138503 6.942544 0.13 -0.07 0.13 0.429
H 0.218334 0.448727 5.437124 0.06 -0.42 0.59 0.398
H -1.130126 1.424067 5.171534 -0.26 0.13 -0.83 0.300
H -0.098566 -0.811593 3.756124 0.19 -0.59 -0.25 0.151
C 4.524264 -2.105423 0.202024 -0.80 -0.43 0.92 -0.799
C 3.778354 -2.816543 1.389774 1.77 0.62 -1.02 -0.105
O 3.205494 -4.044902 0.947714 -0.62 0.50 0.46 -0.521
H 4.955984 -1.172333 0.564054 -0.05 0.11 -0.15 0.313
H 3.787194 -1.914163 -0.577896 0.08 0.21 -0.05 0.039
H 5.320274 -2.706772 -0.237106 -0.01 -0.17 0.19 0.378
H 3.088174 -2.097813 1.831554 -0.84 -0.50 -0.44 0.130
H 4.483314 -2.956963 2.209174 0.26 -0.44 0.03 0.316
H 3.875204 -4.732713 0.950674 0.13 0.13 0.04 0.299
C 2.063154 3.657807 -4.174456 0.52 0.15 0.02 -0.863
C 0.874874 3.882667 -3.271936 0.79 -0.61 -0.41 -0.096
O 1.139654 3.180608 -2.053506 -0.70 1.30 -0.27 -0.459
H 1.908654 4.139427 -5.139996 0.10 -0.31 -0.24 0.355
H 2.247184 2.584637 -4.224856 -0.17 -0.09 -0.57 0.058
H 2.986564 4.043408 -3.742326 -0.09 0.32 0.13 0.270
H 0.015294 3.477677 -3.805986 -0.42 -0.10 0.25 0.140
H 0.706184 4.955908 -3.183516 -0.02 -0.05 0.83 0.383
H 0.983304 2.260577 -2.278696 -0.08 -0.69 0.39 0.318
C 2.695364 -0.995942 -5.325216 -0.42 0.55 -0.01 -1.055
C 1.946654 -2.063073 -4.560966 0.03 0.16 -0.54 -0.304
O 1.778294 -1.689123 -3.213476 0.66 0.07 0.93 -0.443
H 3.044214 -1.409353 -6.271516 -0.09 0.12 -0.05 0.368
H 3.544444 -0.552172 -4.805376 0.01 -0.30 0.20 0.310
H 1.975344 -0.198763 -5.510086 0.26 0.26 -0.27 0.207
H 2.504984 -2.990803 -4.686216 -0.36 -0.32 0.35 0.360
H 0.934914 -2.094653 -4.965306 0.09 -0.67 -0.46 0.279
H 1.587504 -2.441263 -2.648246 0.00 -0.21 -0.14 0.198
C -1.319706 -3.176192 2.578514 0.53 0.33 0.66 -0.796
C 0.054294 -3.534002 3.156364 -0.26 -0.57 -0.73 -0.176
O 0.703104 -2.358612 3.640664 0.27 0.30 0.03 -0.458
H -1.897056 -2.717173 3.381044 -0.32 0.08 -0.30 0.123
H -1.882976 -3.985192 2.113404 0.27 -0.30 0.36 0.453
H -1.160656 -2.455382 1.776494 -0.07 0.25 0.14 0.037
H 0.645984 -3.963493 2.347944 0.29 -0.12 0.05 0.142
H 0.079664 -4.214963 4.007094 -0.66 -0.43 -0.23 0.464
H 1.326544 -2.667743 4.301994 0.16 0.29 0.00 0.237
C 0.688094 -0.073462 0.326164 0.10 1.65 -0.07 -0.601
C -0.093286 -0.199162 -0.957966 -0.42 -2.26 0.22 -0.406
O 0.533664 0.368367 -2.080856 -0.50 1.18 0.36 -0.598
H 1.743934 -0.306393 0.188224 -0.05 -0.42 0.03 0.318
H 0.255874 -0.537092 1.212914 -0.03 -0.29 -0.27 0.097
H 0.671384 0.999607 0.516834 0.21 0.21 0.42 0.236
H -1.146196 0.049008 -0.824206 0.10 0.98 -0.17 0.100
H -0.208636 -1.258823 -1.185786 0.09 -0.56 -0.04 0.280
H 1.066884 -0.337803 -2.453146 0.33 -0.09 -0.54 0.487
C -4.636156 1.003918 1.032314 -0.14 0.02 -0.41 -1.303
C -3.327826 1.085777 1.785774 0.47 -0.29 0.54 0.402
O -3.147536 -0.059443 2.600874 -1.25 -0.48 -0.15 -0.496
H -4.725086 1.823687 0.319464 0.15 0.11 0.00 0.288
H -5.539636 1.037208 1.641184 0.24 0.03 0.42 0.380
H -4.703396 0.076028 0.464324 0.19 -0.11 -0.03 0.323
H -3.256866 1.968258 2.421614 -0.30 0.37 -0.05 0.294
H -2.460886 1.133877 1.126834 -0.10 0.21 -0.57 -0.112
H -2.278716 -0.051842 3.009154 0.55 0.08 0.03 0.354
C -2.549946 2.407868 -2.118326 0.25 0.31 -0.23 -0.817
C -3.046076 3.838938 -2.139606 0.34 0.32 -0.22 -0.421
O -3.568736 4.164687 -0.883896 -0.49 0.39 1.12 -0.496
H -3.322816 1.684278 -1.859146 -0.23 0.11 -0.35 0.444
H -1.781876 2.280428 -1.355486 0.14 0.26 -0.05 0.083
H -2.095036 2.206497 -3.088176 -0.08 -0.43 -0.02 0.364
H -3.790296 4.083047 -2.897656 -0.29 -0.61 -0.26 0.284
H -2.255986 4.557758 -2.356776 0.57 -0.31 -0.16 0.278
H -3.186606 5.003898 -0.616886 -0.17 -0.07 0.17 0.294


[2]
88
Properties=species:S:1:pos:R:3:forces:R:3:mulliken_charge:R:1 method="wB97M-V/def2-TZVPD" total_charge=-1 total_energy_ev=-59668.9066 relative_energy_kcal_mol=29.0 homo_lumo_gap_ev=9.53
B 0.776618 0.297845 0.334446 0.38 1.43 -0.15 0.283
F 2.081363 0.118179 0.825914 -0.09 -0.08 -0.08 -0.522
F 0.075437 1.127573 1.281316 -0.03 -0.96 -0.61 -0.090
F 0.935584 1.065843 -0.841717 -0.48 -0.06 -0.04 -0.090
F 0.099259 -0.866442 0.069225 -0.07 -0.26 0.17 -0.270
C 1.423174 -4.243448 0.410192 1.27 -1.60 -0.68 -1.349
C 0.279609 -4.685379 1.305910 0.36 0.57 -0.06 0.457
C 0.760908 -5.765729 2.274634 0.52 0.86 0.03 -0.800
O 1.151777 -6.909632 1.548878 -0.80 -0.23 0.81 -0.352
C 1.652970 -7.909781 2.442036 1.31 1.28 -1.00 -0.773
N -0.039121 -3.476290 2.069410 -0.65 -0.49 0.57 -0.443
H 1.231387 -3.590107 -0.439966 -0.49 0.35 0.38 0.195
H 1.884251 -5.125565 -0.050013 -0.28 -0.12 -0.09 0.405
H 2.255898 -3.875722 1.011874 -0.26 0.50 0.10 0.387
H -0.520661 -5.162486 0.728547 -0.28 0.46 -0.14 0.308
H 0.023076 -6.027907 3.042137 -0.35 0.03 -0.19 0.421
H 1.590777 -5.304942 2.829501 0.27 -0.26 0.01 0.369
H 2.694307 -7.600743 2.601168 0.21 -0.56 0.14 0.314
H 1.620085 -8.830291 1.866024 -0.13 -0.29 0.55 0.246
H 1.229253 -7.894494 3.447269 -0.70 -0.35 -0.27 0.321
H -0.186606 -2.641092 1.519158 -0.15 -0.20 -0.37 0.017
H -0.803927 -3.586163 2.723834 -0.04 0.00 -0.07 0.194
C 1.717419 2.405516 -3.378290 0.78 0.33 0.27 -0.994
C 1.704300 3.272132 -4.631276 -0.68 -0.65 -0.15 0.385
C 2.088878 2.402708 -5.845177 -1.30 0.17 1.11 -0.786
O 1.950044 3.082544 -7.070368 0.47 0.19 0.15 -0.347
C 2.713708 2.505947 -8.092120 1.04 -0.54 0.42 -0.767
N 0.321873 3.758478 -4.781504 0.12 0.49 -0.43 -0.781
H 2.668499 1.897401 -3.197008 -0.09 -0.16 -0.08 0.331
H 0.897332 1.690124 -3.404346 0.15 -0.14 -0.07 0.211
H 1.549976 3.050711 -2.517302 -0.06 -0.01 0.05 0.124
H 2.402886 4.104345 -4.531475 -0.14 0.16 -0.09 0.437
H 1.349794 1.591036 -5.822740 0.14 -0.33 -0.15 0.267
H 3.057267 1.950539 -5.613069 0.32 0.22 -0.57 0.425
H 3.788282 2.708657 -7.965220 -0.02 0.60 -0.08 0.292
H 2.382493 2.875350 -9.058672 -0.12 -0.13 0.03 0.256
H 2.746070 1.411099 -8.022544 -0.77 -0.10 -0.36 0.331
H 0.050781 4.310923 -3.975120 0.17 0.10 0.02 0.279
H -0.293298 2.952447 -4.738004 -0.01 -0.06 -0.18 0.294
C -6.721176 0.962893 2.931953 0.02 -0.30 0.71 -1.602
C -5.952769 1.645852 1.794503 -0.08 -1.37 1.81 0.650
C -4.924060 0.615841 1.307021 0.24 -0.58 -0.61 -0.709
O -3.947407 0.371201 2.303693 0.04 0.50 0.19 -0.367
C -2.913542 -0.515421 1.912270 -0.54 -0.38 0.42 -0.708
N -6.935593 2.029696 0.797512 0.90 0.48 -0.48 -0.709
H -7.299392 1.707556 3.484510 -0.32 -0.10 -0.16 0.411
H -6.086337 0.494766 3.687201 0.40 0.25 -0.19 0.359
H -7.346564 0.133584 2.593707 -0.27 0.30 -0.32 0.375
H -5.453968 2.460582 2.331478 0.32 0.31 -0.62 0.190
H -4.396938 0.820932 0.368250 -0.18 0.67 -0.08 0.364
H -5.472668 -0.310826 1.091691 -0.15 -0.10 0.07 0.306
H -3.291179 -1.543840 1.901079 -0.13 -0.09 -0.34 0.387
H -2.159064 -0.518432 2.697061 0.13 0.38 -0.11 0.285
H -2.478592 -0.271042 0.942263 0.05 0.13 0.00 0.199
H -6.515154 2.799244 0.283958 -0.34 -0.05 -0.36 0.264
H -7.752272 2.409696 1.259398 -0.01 -0.03 0.04 0.287
C 2.849577 -1.632077 3.981321 0.31 -1.51 0.61 0.449
O 2.906964 -2.613297 4.734592 0.02 0.60 0.00 -0.750
N 3.495282 -0.464772 4.276984 -0.19 -0.17 -0.41 -0.355
N 2.240938 -1.711389 2.785546 -0.62 0.74 -0.90 -0.164
H 3.997855 -0.463113 5.143594 -0.10 0.34 0.03 0.203
H 3.258014 0.363748 3.760014 0.23 0.24 0.35 0.225
H 1.573397 -2.460159 2.607585 0.26 -0.03 0.49 0.226
H 2.133104 -0.902281 2.172508 0.34 -0.57 0.60 0.358
C 0.965958 -1.508048 -3.608094 0.44 -2.52 -1.18 0.682
O 1.367888 -2.140188 -4.595715 -0.35 0.66 0.45 -0.743
N -0.344171 -1.580113 -3.212972 -0.14 0.75 -0.09 -0.433
N 1.796035 -0.885845 -2.769647 -0.11 0.70 0.38 -0.101
H -0.824998 -2.373014 -3.598439 -0.19 0.14 0.05 0.234
H -0.539567 -1.278288 -2.272606 -0.28 -0.30 0.06 0.195
H 1.380861 -0.317518 -2.047027 0.75 0.03 0.17 -0.201
H 2.768823 -1.114909 -2.845561 0.03 0.39 0.05 0.195
C 2.145910 3.143878 3.308317 0.21 0.30 2.14 0.459
O 2.460033 4.039989 4.096080 -0.27 -0.19 -0.64 -0.715
N 1.022978 2.390283 3.452331 0.06 -0.60 -1.05 -0.242
N 2.983586 2.719788 2.336322 0.75 -0.19 -1.06 -0.221
H 0.399613 2.570312 4.214488 -0.01 0.20 -0.06 0.148
H 0.764330 1.762237 2.678064 -0.11 0.63 1.05 0.144
H 3.903706 3.115944 2.273318 -0.17 0.25 0.19 0.186
H 2.843326 1.872153 1.821119 -0.29 -0.16 -0.16 0.107
C -1.153202 4.334253 0.138204 -0.19 1.27 0.44 0.503
O -1.654975 5.453890 0.257008 0.23 -0.43 -0.36 -0.734
N -1.722896 3.229349 0.692872 0.30 0.10 -0.70 -0.251
N 0.022014 4.104257 -0.509310 -0.29 -0.29 -0.01 -0.256
H -2.521033 3.478574 1.248761 0.11 -0.55 0.34 0.176
H -1.088372 2.452044 0.844523 -0.82 -0.02 0.49 0.244
H 0.346870 3.155272 -0.568813 0.41 0.07 -0.21 0.100
H 0.557064 4.883575 -0.838495 0.03 -0.03 0.02 0.166


[3]
78
Properties=species:S:1:pos:R:3:forces:R:3:mulliken_charge:R:1 method="wB97M-V/def2-TZVPD" smiles="COC[C@H](C)N.NC(N)=O.NC(N)=O.CCO.CCO.CCO.CCO.CCO" total_energy_ev=-41213.4526 homo_lumo_gap_ev=9.54
C -1.452883 3.176173 -4.616057 1.37 -1.90 -0.36 -1.333
C -0.251743 3.245909 -5.624130 0.26 2.87 -0.71 0.680
C 1.106355 2.773134 -5.263555 1.26 -0.26 2.13 -0.678
O 1.672716 3.575639 -4.172891 -0.55 -1.66 -1.20 -0.314
C 3.089217 3.560089 -4.114706 -0.41 1.66 0.30 -0.775
N -0.504398 2.716253 -6.955217 -2.34 -1.12 0.09 -0.704
H -1.208654 3.570517 -3.629673 0.20 0.55 -0.34 0.304
H -1.586514 2.115884 -4.401470 -0.47 -0.26 -0.09 0.312
H -2.395371 3.577850 -4.988178 0.28 0.16 -0.16 0.363
H -0.124161 4.316640 -5.783320 0.21 0.55 0.38 0.171
H 1.816795 2.797880 -6.089851 -0.24 0.40 -0.42 0.345
H 1.060491 1.717236 -4.996935 0.08 -0.27 0.44 0.298
H 3.655479 2.635990 -3.998537 -0.62 -0.46 0.26 0.250
H 3.221022 4.244809 -3.276929 0.75 -0.35 0.22 0.283
H 3.522131 4.081319 -4.968525 -0.03 -0.02 -0.42 0.342
H 0.105576 2.916712 -7.734876 0.52 0.42 0.60 0.216
H -1.397426 3.135213 -7.172212 -0.27 -0.38 -0.70 0.247
C 1.717647 0.545748 1.671893 0.46 -0.28 0.04 -1.103
C 1.496162 -0.231237 0.334816 2.31 1.05 3.21 -0.154
O 0.666985 -1.343389 0.638022 -0.67 0.94 -1.56 -0.483
H 2.229222 1.501738 1.560180 -0.04 0.05 -0.41 0.345
H 2.388891 -0.044254 2.295933 -0.04 -0.15 0.08 0.279
H 0.847697 0.736666 2.300263 -0.39 -0.14 -0.48 0.301
H 2.478359 -0.666553 0.150718 0.27 0.22 -0.55 0.202
H 1.320615 0.507515 -0.447185 -1.17 -0.59 -0.37 0.310
H 0.441750 -1.542842 -0.273619 -0.77 -1.15 0.01 0.301
C -4.176667 2.010977 1.296326 -0.94 0.70 0.18 -0.850
C -4.871322 0.669539 1.521923 0.03 -0.58 -2.06 -0.231
O -6.322545 0.667897 1.199546 2.00 0.40 0.95 -0.505
H -4.712982 2.697846 1.951059 0.27 0.57 -0.06 0.254
H -4.252989 2.372705 0.270939 -0.56 -0.17 -0.07 0.254
H -3.106916 2.121126 1.474106 0.00 -0.72 0.60 0.305
H -4.608587 0.229992 2.484139 -0.49 0.10 0.17 0.268
H -4.486609 0.012098 0.742275 0.03 -0.39 0.24 0.211
H -6.731458 1.175344 1.904447 -0.31 0.09 0.06 0.294
C 5.213054 -2.486164 -3.935234 0.13 1.43 -0.61 -1.015
C 5.743639 -1.527900 -5.045609 -0.64 -2.48 0.54 -0.162
O 7.139219 -1.531359 -4.980542 1.12 1.04 0.42 -0.514
H 4.125464 -2.527644 -3.994663 0.00 -0.28 -0.05 0.317
H 5.454606 -2.020664 -2.979695 0.11 -0.23 0.14 0.261
H 5.672169 -3.472114 -4.007395 -0.11 0.11 -0.04 0.306
H 5.305701 -0.534408 -4.949277 -0.09 0.04 -0.16 0.222
H 5.621539 -2.012205 -6.014451 -1.42 0.37 -0.28 0.278
H 7.346577 -0.945420 -5.712164 0.89 0.00 0.04 0.308
C -3.622319 -1.391952 7.556144 -0.19 0.48 -1.65 -0.992
C -3.295560 0.070856 7.111232 0.20 -1.18 0.08 -0.183
O -4.497554 0.799663 7.056967 -0.35 0.60 0.88 -0.520
H -2.718398 -1.981750 7.708336 -0.07 0.06 0.01 0.313
H -4.189721 -1.809293 6.724296 0.27 -0.36 -0.28 0.249
H -4.339241 -1.565486 8.358645 0.43 0.85 0.52 0.319
H -2.902191 0.197334 6.102587 0.40 -1.15 -0.31 0.235
H -2.472088 0.459330 7.710464 -0.43 0.54 0.75 0.286
H -4.250838 1.723242 6.968949 -0.24 0.16 -0.03 0.294
C 2.796692 3.111507 7.240296 -0.52 -1.12 -0.69 -0.961
C 3.154783 2.497035 8.573534 1.25 1.66 -0.04 -0.213
O 3.099854 1.120569 8.474097 -0.55 -1.58 0.10 -0.516
H 1.714783 3.005428 7.160762 -0.15 0.64 -0.22 0.236
H 3.149686 2.428280 6.467828 0.29 -0.10 -0.03 0.266
H 3.174695 4.087261 6.935156 -0.22 0.12 0.71 0.329
H 2.510312 2.875097 9.367151 -0.11 0.11 0.14 0.252
H 4.194919 2.686428 8.838769 0.13 0.88 0.10 0.297
H 3.535207 0.829388 9.278629 -0.13 -0.61 -0.07 0.309
C -2.631822 -5.444008 2.292010 -2.77 -1.35 -0.03 0.656
O -3.333811 -6.378717 2.612609 -0.03 -1.61 1.11 -0.672
N -1.731609 -4.858203 3.018412 3.36 1.19 2.78 -0.339
N -2.917961 -4.817579 1.186583 -0.66 2.71 -5.04 -0.347
H -1.457541 -5.289035 3.889828 -0.08 0.08 -0.28 0.214
H -1.178053 -4.081214 2.686804 -0.18 -0.25 0.09 0.160
H -2.399202 -4.064292 0.758163 0.33 -0.09 0.61 0.134
H -3.670726 -5.072972 0.563505 0.06 -0.64 0.74 0.197
C -1.034901 -3.273118 -5.280070 -0.18 1.95 -0.32 0.672
O -1.173681 -2.854639 -4.177983 -0.35 1.76 3.06 -0.641
N -0.893608 -2.537005 -6.386600 0.44 1.80 -1.89 -0.376
N -1.064832 -4.527825 -5.547527 0.14 -4.74 -1.13 -0.375
H -0.627974 -2.993969 -7.247250 -0.14 0.55 0.14 0.143
H -0.962410 -1.529713 -6.359648 0.18 -0.33 0.07 0.195
H -0.947764 -4.778314 -6.518942 -0.28 -0.85 0.62 0.153
H -1.284978 -5.162620 -4.793425 0.21 -0.09 -0.52 0.223


no.,HOMO (eV),lowest unoccupied orbital energy (hartree)
1,-9.0,0.01393
2,-7.1,0.08827
3,-9.3,0.00848